# CH4O2S2

A 2-piece molecular cluster, CH4O2S2 overall at a distorted geometry (ωB97M-V/def2-TZVPD, OMol25).

```
9
Properties=species:S:1:pos:R:3:forces:R:3
C 0.1611 -1.8847 0.1100 3.8 -0.4 1.7
O 0.8624 -1.8045 -1.0225 -0.8 0.3 -1.2
O -0.8527 -1.3506 0.2748 -3.3 1.0 -0.2
S -0.7113 1.7738 0.3078 0.7 0.5 -0.6
S -2.2025 3.0199 0.0861 -1.1 0.4 0.4
H 0.7384 -2.2622 1.0023 -0.2 -0.5 -0.8
H 1.7405 -2.1653 -1.0173 0.5 -0.5 0.5
H 0.2669 2.4210 0.9863 0.0 0.0 0.8
H -0.0028 2.2526 -0.7276 0.4 -0.8 -0.6
```
Forces are in eV/Å.

The value obtained for the relative energy (zero: lowest compared OMol25 entry of this formula, charge and spin) is 164.1 kJ/mol. Its orbital gap is 8.3 eV. The calculation puts the HOMO energy at -0.302 Eh. As for the max |F|: 4.19 eV Å⁻¹. Its spin multiplicity is 1. The charge is 0.